# C6H12ClNO2

2 unconnected molecules or ions with the total composition C6H12ClNO2 at a distorted geometry (wB97M-V/def2-TZVPD, the OMol25 dataset).

```
22
Properties=species:S:1:pos:R:3:nbo_charge:R:1
Cl 1.70 -1.10 0.76 -0.07
O -0.77 2.12 -0.59 -0.64
O -2.03 1.53 1.15 -0.74
N 0.31 1.40 2.80 -0.78
C 0.13 -0.35 -1.28 -0.57
C -1.16 -1.17 0.75 -0.73
C 1.20 -0.92 -2.21 -0.58
C 0.31 1.63 1.42 -0.05
C 0.06 -0.68 0.12 0.16
C -0.78 1.85 0.60 0.62
H -1.45 -0.43 1.53 0.26
H -1.11 -2.22 1.12 0.23
H -0.92 -0.39 -1.80 0.23
H -1.94 -1.28 -0.05 0.23
H 0.91 0.64 3.13 0.39
H 0.33 0.78 -1.43 0.30
H 0.84 -0.88 -3.33 0.21
H 1.37 1.73 0.94 0.23
H 2.14 -0.48 -2.11 0.21
H -2.70 1.74 0.45 0.50
H -0.60 1.23 3.22 0.39
H 1.27 -1.93 -2.01 0.20
```

Properties
energy relative to the best compared isomer or geometry (same formula, charge and spin): 336.7 kJ/mol
2S+1: 1